(1)
Entry from the OMol25 dataset: a gas-phase ion, CH6BIOP (charge -1) in a non-equilibrium geometry (wB97M-V/def2-TZVPD).

Results
E_LUMO ... 0.116 Eh
Orbital gap ... 6.605 eV
Highest occupied orbital energy ... -3.46 eV
Largest force on an atom ... 3.0 eV/Å
Total charge ... -1
Molar mass ... 202.748 g mol⁻¹

Structure (XYZ):
```
11
Properties=species:S:1:pos:R:3:forces:R:3:mulliken_charge:R:1
C -0.99838 -1.06093 -0.57395 -0.742 0.735 -1.317 -0.84
P -0.33092 -0.12765 0.95292 -1.060 -0.679 1.270 -0.02
O -1.22494 1.37248 1.24550 0.210 -0.848 -2.835 -0.50
B 1.46344 0.37232 0.50216 -0.171 0.453 0.380 0.03
I 2.02936 0.02244 -1.58789 0.582 -0.053 -1.289 -0.32
H -1.02482 -0.28109 -1.47588 0.234 -1.902 1.496 0.20
H -2.10303 -1.45166 -0.46573 2.241 0.524 0.043 0.27
H -0.21718 -1.93247 -0.80127 -1.829 1.978 0.432 0.21
H -1.36317 1.79167 0.34456 0.288 -0.341 1.524 0.27
H 1.54262 1.54596 0.68840 0.112 0.340 0.137 -0.14
H 2.22701 -0.25108 1.17119 0.136 -0.207 0.159 -0.15
```
Positions in Å, forces in eV/Å.

=====

(2)
Entry from the OMol25 dataset: a single CH6BN molecule in a non-equilibrium geometry (wB97M-V/def2-TZVPD).

Results
E_LUMO ... 0.032 Eh
Orbital gap ... 10.689 eV
SMILES string ... BNC
Highest occupied orbital energy ... -9.83 eV
Largest force on an atom ... 3.6 eV/Å
Relative energy (zero: lowest compared OMol25 entry of this formula, charge and spin) ... 31.27 kcal per mole
Molar mass ... 42.878 g mol⁻¹

Structure (XYZ):
```
9
Properties=species:S:1:pos:R:3:forces:R:3:mulliken_charge:R:1
B 1.37266 -0.26879 -0.33759 -0.504 -0.104 -0.398 0.07
C -1.13428 0.38756 0.03177 -0.617 -2.844 2.189 -0.61
N 0.23842 -0.09443 0.47329 -0.969 0.774 -1.536 -0.24
H 2.41755 -0.45580 0.18803 0.105 -0.346 0.218 -0.07
H 1.32530 -0.31846 -1.55274 -0.171 0.594 0.446 -0.09
H -1.60261 1.15436 0.74065 1.048 -0.844 -1.119 0.22
H -1.02112 0.71979 -0.97958 -0.257 0.336 -0.407 0.30
H -1.87253 -0.56011 0.08988 1.469 2.161 -0.417 0.21
H 0.27660 -0.56412 1.34629 -0.105 0.272 1.023 0.19
```
Positions in Å, forces in eV/Å.

=====

(3)
Entry from the OMol25 dataset: a molecular structure, CH6BeO6 in a non-equilibrium geometry (wB97M-V/def2-TZVPD).

Results
E_LUMO ... -0.029 Eh
Orbital gap ... 6.453 eV
Highest occupied orbital energy ... -7.24 eV
Largest force on an atom ... 10.3 eV/Å
Molar mass ... 123.065 g mol⁻¹

Structure (XYZ):
```
14
Properties=species:S:1:pos:R:3:forces:R:3:mulliken_charge:R:1
Be -0.07173 0.36321 -0.08638 -1.311 0.928 -1.190 -0.02
C 0.80874 2.09230 -0.50149 -1.006 -0.242 -10.261 0.65
O -0.38663 1.73135 -0.90433 -6.805 -0.438 2.708 -0.43
O 1.28854 0.98908 -0.12272 5.554 -3.358 5.825 -0.41
O 1.27321 2.75214 -1.43599 3.594 3.703 2.461 -0.63
O -0.37278 -0.86171 -1.22126 0.715 -0.858 -2.487 -0.29
H 0.10788 -0.82374 -2.11361 -0.923 0.402 1.978 0.34
H -0.85785 -1.69641 -1.23196 0.130 0.223 0.304 0.33
O 0.73606 -1.48793 1.20192 -1.736 0.120 -0.150 -0.50
H 1.64457 -1.34536 1.33342 2.003 0.752 0.148 0.27
H 0.60245 -2.38485 1.46995 -0.241 -0.900 0.225 0.28
O -1.26325 0.37518 1.09916 0.047 -0.406 0.297 -0.29
H -2.13402 0.65800 0.81856 -0.141 0.501 -0.345 0.36
H -1.37520 -0.36126 1.69472 0.120 -0.430 0.487 0.35
```
Positions in Å, forces in eV/Å.

=====

(4)
Entry from the OMol25 dataset: 2 unconnected molecules or ions with the total composition CH6FN4 in a non-equilibrium geometry (wB97M-V/def2-TZVPD).

Results
E_LUMO (alpha / beta) ... -0.240 / -0.236 Eh
Orbital gap (alpha / beta) ... 8.226 / 8.195 eV
Highest occupied orbital energy (alpha / beta) ... -14.75 / -14.63 eV
Largest force on an atom ... 5.3 eV/Å
Total charge ... +1
Relative energy (zero: lowest compared OMol25 entry of this formula, charge and spin) ... 57.17 kcal per mole
Molar mass ... 93.085 g mol⁻¹

Structure (XYZ):
```
12
Properties=species:S:1:pos:R:3:forces:R:3:mulliken_charge:R:1
C 0.03825 -0.60291 0.32313 0.779 -3.836 3.508 0.16
N -2.19887 -0.21167 -0.26821 1.358 -0.674 -0.232 -0.29
N -0.91537 0.00468 -0.34371 -3.460 2.800 -0.310 -0.01
N 1.24787 -0.15923 0.32350 2.652 0.257 -1.477 0.21
N 1.57710 0.89576 -0.45243 0.679 -0.261 0.261 -0.39
F -0.96031 1.70281 0.46852 0.971 -1.325 -0.624 -0.48
H -0.10640 -1.61402 0.84518 -0.004 1.683 -0.671 0.36
H -2.80792 -0.44222 0.54802 1.355 0.302 -0.366 0.30
H 2.13686 -0.70218 0.68078 -2.743 1.116 -0.551 0.36
H -2.62090 0.28654 -1.02533 -0.751 -0.015 -0.331 0.29
H 0.90440 1.56144 -0.75073 -1.199 0.310 0.301 0.26
H 2.53425 1.14366 -0.61561 0.362 -0.357 0.492 0.24
```
Positions in Å, forces in eV/Å.